# 1
ORCA calculation (wB97M-V/def2-TZVPD) on a 8-piece molecular cluster, C33H55N2O21 overall at a distorted geometry.

Geometry as XYZ:
```
111
Properties=species:S:1:pos:R:3
C 5.88 -3.60 2.23
C 5.27 -4.18 3.44
C 4.33 -3.39 4.19
C 3.94 -2.02 3.81
C 2.94 -1.24 4.74
C 1.82 -0.51 3.84
C 1.03 -1.66 3.13
C 1.11 -1.75 1.68
C 0.36 -2.90 1.18
C -0.32 -3.71 2.19
N -0.40 -3.56 3.51
N 0.31 -2.50 3.87
C 4.52 -1.47 2.59
C 5.48 -2.27 1.82
H 6.62 -4.24 1.69
H 5.54 -5.22 3.74
H 3.86 -3.80 5.11
H 2.40 -2.04 5.32
H 3.44 -0.55 5.45
H 1.15 0.13 4.48
H 2.27 0.18 3.09
H 1.70 -1.07 1.05
H 0.29 -3.16 0.10
H -0.87 -4.61 1.80
H 0.30 -2.33 4.88
H 4.25 -0.46 2.24
H 5.97 -1.88 0.90
C 5.79 -1.24 -5.07
O 5.73 -0.97 -3.66
C 4.51 -1.04 -3.14
O 3.50 -1.30 -3.74
O 4.60 -0.77 -1.83
C 3.35 -0.80 -1.15
H 6.83 -1.16 -5.37
H 5.45 -2.26 -5.28
H 5.20 -0.51 -5.62
H 2.91 -1.80 -1.21
H 2.67 -0.06 -1.56
H 3.54 -0.57 -0.10
C -4.23 -2.53 -0.63
O -4.26 -3.08 -1.94
C -3.06 -3.39 -2.44
O -2.00 -3.25 -1.88
O -3.24 -3.89 -3.66
C -2.03 -4.28 -4.33
H -5.26 -2.31 -0.33
H -3.81 -3.24 0.08
H -3.66 -1.60 -0.62
H -1.52 -5.06 -3.77
H -1.38 -3.41 -4.46
H -2.31 -4.66 -5.31
C 1.37 -1.63 -6.12
O 1.46 -0.53 -7.02
C 0.41 0.30 -6.97
O -0.56 0.18 -6.27
O 0.62 1.28 -7.85
C -0.43 2.25 -7.91
H 2.27 -2.23 -6.24
H 1.32 -1.29 -5.09
H 0.51 -2.25 -6.36
H -0.55 2.75 -6.95
H -1.36 1.78 -8.23
H -0.15 2.99 -8.66
C 2.22 2.42 9.83
O 1.04 1.65 10.04
C 0.80 0.74 9.10
O 1.48 0.53 8.13
O -0.33 0.10 9.42
C -0.72 -0.91 8.50
H 2.31 3.12 10.66
H 3.10 1.77 9.83
H 2.16 2.99 8.91
H 0.04 -1.69 8.44
H -0.91 -0.48 7.51
H -1.65 -1.36 8.86
C 5.46 6.27 5.08
O 4.58 5.51 5.91
C 4.43 4.24 5.53
O 4.96 3.71 4.59
O 3.58 3.64 6.39
C 3.33 2.27 6.10
H 5.50 7.27 5.48
H 6.47 5.84 5.10
H 5.08 6.32 4.06
H 4.25 1.69 6.16
H 2.86 2.16 5.12
H 2.63 1.90 6.85
C -9.42 0.87 1.09
O -8.09 0.49 0.73
C -7.53 1.28 -0.20
O -8.04 2.23 -0.72
O -6.30 0.81 -0.45
C -5.58 1.56 -1.42
H -9.77 0.16 1.85
H -9.43 1.87 1.53
H -10.09 0.82 0.23
H -5.43 2.59 -1.09
H -6.09 1.54 -2.39
H -4.60 1.10 -1.54
C -6.54 5.15 -9.59
O -5.40 4.47 -9.07
C -5.64 3.20 -8.72
O -6.69 2.63 -8.80
O -4.50 2.68 -8.25
C -4.60 1.32 -7.83
H -6.23 6.17 -9.84
H -6.90 4.67 -10.50
H -7.33 5.21 -8.84
H -4.89 0.68 -8.67
H -5.32 1.22 -7.01
H -3.62 1.01 -7.47
```

Results
HOMO: -0.434 Eh
ΔE to the lowest compared entry with this formula, charge and spin: 30.46 kcal per mole
total charge: +1
HOMO-LUMO gap: 7.10 eV



# 2
ORCA calculation (wB97M-V/def2-TZVPD) on C22H25CoN2O4 as an isolated structure at a distorted geometry.

Geometry as XYZ:
```
54
Properties=species:S:1:pos:R:3
C 0.02 -4.02 0.76
C -0.96 -3.25 1.49
C -1.45 -2.21 0.56
H -1.30 -3.42 2.50
C -0.95 -2.53 -0.73
C 0.07 -3.49 -0.59
H -1.40 -2.22 -1.68
C 3.47 -1.31 0.70
C 2.28 -1.61 1.63
C 1.46 -0.43 1.67
H 2.57 -2.21 2.48
C 2.03 0.58 0.72
C 3.18 0.09 0.22
H -2.27 -1.54 0.77
H 0.64 -3.90 -1.42
H 0.56 -4.88 1.13
H 3.90 0.54 -0.46
H 0.76 -0.14 2.45
H 4.37 -1.38 1.36
Co 0.49 -2.16 1.05
C 1.60 2.04 0.64
C 2.82 2.91 0.98
C 0.50 2.40 1.64
H 3.15 2.71 2.01
H 2.59 3.98 0.92
H 3.68 2.71 0.32
H 0.92 2.33 2.65
H -0.36 1.72 1.55
H 0.17 3.44 1.46
C 1.17 2.46 -0.80
C -0.08 1.80 -1.35
H 1.99 2.30 -1.52
H 0.97 3.55 -0.79
O -0.31 0.61 -1.20
N -0.95 2.61 -2.06
C -2.03 1.90 -2.72
H -0.53 3.38 -2.57
C -2.94 1.24 -1.70
C -3.58 0.04 -2.01
H -3.36 -0.43 -2.97
C -4.47 -0.53 -1.10
H -4.97 -1.47 -1.35
C -4.72 0.10 0.13
H -5.47 -0.32 0.82
C -4.05 1.28 0.45
H -4.21 1.77 1.42
C -3.18 1.86 -0.47
H -2.67 2.80 -0.25
H -1.63 1.13 -3.39
H -2.60 2.62 -3.32
O 3.69 -4.31 -0.84
N 3.76 -3.47 0.04
O 3.95 -3.58 1.24
O 3.66 -2.10 -0.46
```

Results
multiplicity: 5
HOMO (alpha / beta): -0.188 / -0.303 Eh
total charge: 0
HOMO-LUMO gap (alpha / beta): 5.65 / 7.23 eV



# 3
ORCA calculation (wB97M-V/def2-TZVPD) on C3H5N5 in the gas phase at a distorted geometry.

Geometry as XYZ:
```
13
Properties=species:S:1:pos:R:3
C 1.49 0.82 0.37
N 0.21 1.47 0.66
C -0.62 0.53 1.04
N -0.34 -0.87 1.18
N -1.23 -1.42 0.18
C -0.91 -0.88 -0.92
N -0.05 0.33 -1.08
N 1.48 0.02 -0.51
H 2.47 1.32 0.77
H -1.81 0.76 0.85
H 0.66 -1.29 1.06
H -1.55 -1.25 -1.59
H 0.19 0.45 -2.00
```

Results
HOMO: -0.328 Eh
ΔE to the lowest compared entry with this formula, charge and spin: 179.82 kcal per mole
total charge: 0
SMILES string: c1nc[nH]nc[nH]n1
HOMO-LUMO gap: 9.60 eV



# 4
ORCA calculation (wB97M-V/def2-TZVPD) on an isolated ion of composition CHN4O2 and charge -1 at a distorted geometry.

Geometry as XYZ:
```
8
Properties=species:S:1:pos:R:3
O 1.10 0.34 -0.01
N 0.31 0.23 -1.02
N 0.61 0.60 -2.28
N -0.44 0.45 -2.98
N -1.40 -0.09 -2.29
C -0.98 -0.25 -1.06
O -1.81 -0.44 -0.04
H -1.32 -0.47 0.85
```

Results
HOMO: -0.122 Eh
ΔE to the lowest compared entry with this formula, charge and spin: 64.91 kcal per mole
total charge: -1
SMILES string: [O-]n1nnnc1O
HOMO-LUMO gap: 7.23 eV



- Which of these has the lowest total charge?
  CHN4O2